i:
The following is a DFT calculation (ωB97M-V/def2-TZVPD) of a 3-piece molecular cluster, C20H40O5 overall.

ORCA input file:
```
! RIJCOSX wB97M-V def2-TZVPD def2/J DEFGRID3
* xyz 0 1
C 3.4144 -1.9546 1.6008
C 2.6961 -0.8431 0.8234
C 1.9857 -1.3015 -0.4583
C 2.8851 -1.2922 -1.6910
C 4.0117 -2.3155 -1.8174
O 3.5883 -3.6038 -1.3600
C 4.5267 -4.3748 -0.8043
O 5.7055 -4.2069 -0.8950
C 0.7778 -0.3989 -0.7240
O -0.2023 -0.9604 0.1573
C 0.0232 -2.2992 0.1359
O -0.7782 -3.1314 0.4014
O 1.3045 -2.5507 -0.2239
H 2.8102 -2.2995 2.4379
H 4.3810 -1.6185 1.9704
H 3.5820 -2.8246 0.9708
H 3.4161 -0.0749 0.5343
H 1.9701 -0.3459 1.4683
H 2.2743 -1.3238 -2.5939
H 3.3642 -0.3102 -1.6730
H 4.2782 -2.4053 -2.8713
H 4.9183 -2.0103 -1.2966
H 4.0609 -5.1852 -0.2325
H 0.9242 0.6582 -0.5238
H 0.4191 -0.5540 -1.7449
C 0.4508 6.6909 -1.3320
C 1.1212 6.3380 -0.0084
C 2.6270 6.1069 -0.1288
C 3.0282 4.9490 -1.0447
C 2.4325 3.5952 -0.6617
C 2.8565 3.1089 0.7213
H 0.5558 5.8896 -2.0653
H -0.6163 6.8697 -1.1955
H 0.8890 7.5948 -1.7606
H 0.6396 5.4546 0.4208
H 0.9524 7.1484 0.7050
H 3.0426 5.9454 0.8695
H 3.0968 7.0212 -0.5043
H 4.1198 4.8680 -1.0457
H 2.7443 5.1812 -2.0745
H 2.7425 2.8592 -1.4106
H 1.3406 3.6394 -0.7143
H 3.9429 3.0152 0.7847
H 2.4208 2.1313 0.9339
H 2.5300 3.7897 1.5080
C -7.4161 -2.9971 2.1025
C -6.9131 -3.0500 0.6637
C -5.6171 -3.8429 0.4994
C -4.4175 -3.2844 1.2676
C -4.0559 -1.8388 0.9317
C -3.6573 -1.6393 -0.5256
H -6.6970 -2.5097 2.7626
H -8.3525 -2.4414 2.1716
H -7.5951 -4.0031 2.4886
H -6.7779 -2.0322 0.2870
H -7.6817 -3.5057 0.0336
H -5.3724 -3.9047 -0.5645
H -5.7893 -4.8731 0.8278
H -3.5476 -3.9159 1.0663
H -4.6038 -3.3625 2.3426
H -3.2207 -1.5376 1.5687
H -4.8875 -1.1726 1.1819
H -2.8037 -2.2710 -0.7708
H -3.3756 -0.6013 -0.7130
H -4.4725 -1.8857 -1.2092
*
```

Results
- SMILES = CC[C@]1(CCOC=O)COC(=O)O1.CCCCCC.CCCCCC
- HOMO-LUMO gap (Ha) = 0.4039
- HOMO (eV) = -10.56


ii:
The following is a DFT calculation (ωB97M-V/def2-TZVPD) of a 5-piece molecular cluster, C20H40O5 overall.

ORCA input file:
```
! RIJCOSX wB97M-V def2-TZVPD def2/J DEFGRID3
* xyz 0 1
C -1.0795 1.9323 8.2499
C -1.1370 0.6381 7.5790
C -2.6139 0.3043 7.3853
O -3.2519 1.0635 8.3450
C -2.2448 1.7329 9.1377
H -1.1419 2.8501 7.6651
H -0.1582 2.0264 8.8247
H -0.6351 -0.0455 8.2638
H -0.6792 0.6772 6.5906
H -2.9989 -0.7055 7.5272
H -2.9932 0.7687 6.4751
H -2.0226 1.1255 10.0151
H -2.6104 2.6889 9.5125
C 1.4950 -0.6078 1.0417
C 0.4703 -0.4401 -0.0487
C -0.8438 -0.8512 0.6095
O -0.4175 -1.4903 1.7889
C 0.9212 -1.8097 1.7388
H 1.5175 0.1917 1.7823
H 2.4854 -0.8346 0.6472
H 0.6280 -1.1363 -0.8724
H 0.4053 0.5618 -0.4729
H -1.3674 -1.5714 -0.0192
H -1.4676 -0.0111 0.9150
H 1.1752 -2.8129 1.3964
H 1.3087 -1.8836 2.7549
C 5.3546 -6.0883 -1.4731
C 4.7090 -5.6168 -2.7415
C 5.8856 -5.2882 -3.6026
O 6.9528 -6.2078 -3.2259
C 6.6394 -6.8364 -1.9834
H 4.8522 -6.8320 -0.8545
H 5.6799 -5.1981 -0.9347
H 4.0996 -4.7514 -2.4813
H 4.0575 -6.3594 -3.2022
H 6.0702 -4.2185 -3.5044
H 5.4985 -5.4600 -4.6069
H 7.4162 -6.8495 -1.2189
H 6.3865 -7.8155 -2.3901
C -6.4130 3.7776 0.8467
C -7.5066 4.6150 1.4675
C -6.8065 5.9799 1.5059
O -6.2579 6.0564 0.1704
C -5.9534 4.6906 -0.2305
H -6.8316 2.9130 0.3314
H -5.5972 3.5458 1.5314
H -7.7512 4.2375 2.4603
H -8.4736 4.6517 0.9657
H -6.0693 6.0394 2.3066
H -7.4417 6.8576 1.6250
H -4.8995 4.4638 -0.3916
H -6.5721 4.4655 -1.0992
C 3.1159 0.7924 -8.0419
C 1.6673 0.8601 -8.3016
C 1.0893 0.9417 -6.8526
O 2.0482 1.7552 -6.1100
C 3.3511 1.3834 -6.6007
H 3.7017 1.3654 -8.7607
H 3.5105 -0.2217 -7.9793
H 1.3632 -0.0768 -8.7683
H 1.4421 1.7388 -8.9060
H 1.0027 -0.0142 -6.3360
H 0.1124 1.4180 -6.7693
H 3.8382 0.6642 -5.9422
H 3.9851 2.2600 -6.7335
*
```

Results
- SMILES = C1CCOC1.C1CCOC1.C1CCOC1.C1CCOC1.C1CCOC1
- HOMO-LUMO gap (Ha) = 0.3593
- HOMO (eV) = -9.33


Least stable = ii


i:
The following is a DFT calculation (ωB97M-V/def2-TZVPD) of a 2-piece molecular cluster, C18H22NO overall.

ORCA input file:
```
! RIJCOSX wB97M-V def2-TZVPD def2/J DEFGRID3
* xyz 1 1
C -1.4523 1.3006 2.7663
N -1.6856 0.2713 1.8054
C -2.7140 0.6282 0.8313
C -3.5596 -0.5582 0.4196
O -2.7335 -1.7254 0.3741
C -2.4408 -2.0909 1.7269
C -1.4652 -1.0876 2.3159
H -1.3402 0.8946 3.7779
H -0.5279 1.7926 2.4699
H -2.2556 2.0448 2.7482
H -3.3386 1.4216 1.2553
H -2.2023 1.0325 -0.0556
H -4.3770 -0.6677 1.1589
H -3.9467 -0.4220 -0.5961
H -3.3562 -2.0914 2.3501
H -1.9976 -3.0908 1.6628
H -0.4462 -1.4018 2.0318
H -1.5117 -1.0608 3.4129
C 1.1948 1.9972 0.5995
C 1.0885 3.4195 0.7641
C 0.7507 4.0236 2.0206
C 0.6474 5.4031 2.1691
C 0.9159 6.2524 1.0811
C 1.2318 5.7003 -0.1673
C 1.2918 4.3207 -0.3272
C 2.0684 1.3473 -0.3197
C 2.0246 -0.0738 -0.4870
C 2.8118 -0.7075 -1.4398
C 3.7051 0.0302 -2.2369
C 3.8178 1.4117 -2.0467
C 3.0707 2.0436 -1.0681
H 0.6549 1.3399 1.2798
H 0.5991 3.3961 2.9029
H 0.3665 5.8411 3.1321
H 0.8704 7.3324 1.1959
H 1.4351 6.3274 -1.0393
H 1.5013 3.9092 -1.3129
H 1.3531 -0.6620 0.1441
H 2.7716 -1.7923 -1.5553
H 4.3029 -0.4607 -3.0035
H 4.5349 1.9990 -2.6183
H 3.2525 3.0959 -0.8622
*
```

Results
- HOMO-LUMO gap (Ha) = 0.1770
- HOMO (eV) = -10.70


ii:
The following is a DFT calculation (ωB97M-V/def2-TZVPD) of a 2-piece molecular cluster, C18H22NO overall.

ORCA input file:
```
! RIJCOSX wB97M-V def2-TZVPD def2/J DEFGRID3
* xyz 1 1
C -1.2499 -1.7807 1.4160
C -0.1066 -1.1308 0.7341
N 0.1866 0.1748 1.0152
C 1.4834 0.7201 1.1355
C 2.6987 0.0535 1.1819
C 3.8444 0.8120 1.4831
C 3.7507 2.1960 1.7186
C 2.5137 2.8535 1.6876
C 1.3727 2.1030 1.4056
C -0.0308 2.4229 1.4476
C -0.7536 1.2211 1.2274
C -2.1388 1.1924 1.2747
C -2.8129 2.3988 1.5357
C -2.1035 3.5909 1.7543
C -0.7032 3.6112 1.7243
H -1.0097 -2.8470 1.4725
H -1.4409 -1.4116 2.4316
H -2.1689 -1.6789 0.8288
H 0.7494 -1.7406 0.4674
H 2.7407 -1.0184 0.9972
H 4.8156 0.3218 1.5407
H 4.6582 2.7609 1.9365
H 2.4084 3.9191 1.8855
H -2.6772 0.2601 1.1308
H -3.9026 2.4076 1.5747
H -2.6547 4.5110 1.9556
H -0.1218 4.5133 1.9117
C -0.3754 -3.3997 -1.9598
C -0.5194 -1.9555 -2.3718
C 0.7530 -1.4381 -3.0253
C -1.7333 -1.7623 -3.2789
O -0.7504 -1.1844 -1.1114
H -1.3309 -3.8027 -1.6015
H -0.0764 -3.9963 -2.8339
H 0.3933 -3.5265 -1.1890
H 0.6109 -0.4221 -3.4107
H 1.5881 -1.4478 -2.3109
H 1.0284 -2.0836 -3.8722
H -1.8494 -0.7104 -3.5640
H -1.6208 -2.3509 -4.1997
H -2.6457 -2.1029 -2.7705
H -0.8200 -0.2526 -1.3753
*
```

Results
- HOMO-LUMO gap (Ha) = 0.2875
- HOMO (eV) = -11.56


Least stable = i


i:
The following is a DFT calculation (ωB97M-V/def2-TZVPD) of the molecule C7H10N2O2.

ORCA input file:
```
! RIJCOSX wB97M-V def2-TZVPD def2/J DEFGRID3
* xyz 0 1
O 1.4633 -2.0755 -0.2874
C 1.4505 -1.0112 0.2100
O 0.5617 -0.6686 1.1779
C 2.2431 0.1706 -0.4129
C 1.6050 1.4669 0.1887
C 0.0701 1.9345 -0.3536
C -0.8954 0.8913 -0.3275
N -0.9837 -0.1007 -1.2903
C -2.0550 -0.8654 -0.7378
C -2.4243 -0.5226 0.4926
N -1.6973 0.6750 0.7267
H 0.2278 -1.4428 1.5295
H 3.2092 0.2452 0.1381
H 2.4701 0.0531 -1.5218
H 1.3241 1.3224 1.2303
H 2.3468 2.2214 0.3738
H -0.3181 2.6308 0.5242
H 0.0892 2.2049 -1.5231
H -2.4186 -1.6152 -1.3734
H -2.9286 -1.1680 1.3406
H -1.3981 1.0951 1.7459
*
```

Results
- SMILES = O=C(O)CCCc1ncc[nH]1
- HOMO-LUMO gap (Ha) = 0.3295
- HOMO (eV) = -8.52


ii:
The following is a DFT calculation (ωB97M-V/def2-TZVPD) of a 2-piece molecular cluster, C7H10N2O2 overall.

ORCA input file:
```
! RIJCOSX wB97M-V def2-TZVPD def2/J DEFGRID3
* xyz 0 1
O -0.2481 1.2747 -1.1122
N -0.2534 -0.1510 -0.9920
C 0.3783 -0.5493 0.2563
C 0.9929 0.4254 1.1774
C 2.0546 1.2021 0.8018
C 2.6595 1.0188 -0.4875
C 2.2646 0.0387 -1.3373
C 1.1050 -0.7797 -1.0380
H 0.6687 1.4446 -1.4776
H -0.1003 -1.3399 0.5921
H 0.5358 0.7669 2.0514
H 2.4148 1.7938 1.6190
H 3.5408 1.6565 -0.6767
H 2.7967 -0.1921 -2.2840
H 1.0810 -1.6587 -1.5491
C -2.9998 0.9568 0.9275
N -2.2687 -0.1059 1.5950
O -2.9138 -1.1016 1.9139
H -4.0513 0.9426 0.8208
H -2.5276 0.9834 -0.1346
H -2.8965 1.9664 1.2732
*
```

Results
- SMILES = ON1[C@@H]2C=CC=C[C@@H]21.CN=O
- HOMO-LUMO gap (Ha) = 0.3324
- HOMO (eV) = -8.97


iii:
The following is a DFT calculation (ωB97M-V/def2-TZVPD) of the molecule C7H10N2O2.

ORCA input file:
```
! RIJCOSX wB97M-V def2-TZVPD def2/J DEFGRID3
* xyz 0 1
C 1.4988 0.1487 1.3367
C 1.8882 0.0295 -0.2373
C 0.5152 -0.5941 -0.9418
N -0.7236 -0.5161 -0.1472
C -1.4071 -1.6095 0.3399
C -2.7818 -0.9400 0.4843
C -2.7579 0.3066 -0.0903
N -1.3789 0.6109 -0.3220
C 1.9668 1.4810 -0.8118
O 2.9899 1.8605 -1.7525
O 0.8687 2.2247 -0.5774
H 1.2805 -0.7651 2.0086
H 0.7940 1.0245 1.4431
H 2.4290 0.1923 2.0647
H 2.5668 -0.6352 -0.6885
H 0.4492 -1.7137 -1.3221
H 0.0202 -0.0012 -1.8742
H -0.6168 -2.5854 0.7190
H -3.7970 -1.2760 0.8278
H -3.7819 0.9946 -0.1649
H -0.0221 1.7627 -0.2942
*
```

Results
- SMILES = C[C@@H](Cn1cccn1)C(=O)O
- HOMO-LUMO gap (Ha) = 0.3694
- HOMO (eV) = -9.63


Least stable = ii


i:
The following is a DFT calculation (ωB97M-V/def2-TZVPD) of the molecule C23H23N3O4S.

ORCA input file:
```
! RIJCOSX wB97M-V def2-TZVPD def2/J DEFGRID3
* xyz 0 1
C 5.2778 1.9365 0.1201
O 4.2920 1.1769 0.7782
C 3.0970 0.9827 0.1558
C 2.7525 1.4932 -1.0904
C 1.5058 1.2296 -1.6329
C 0.5773 0.4618 -0.9444
N -0.7055 0.1383 -1.4525
C -1.3965 1.1354 -2.2453
C -1.8110 2.3396 -1.3930
O -2.0337 3.4138 -2.2748
C -3.0840 2.0380 -0.5735
N -2.9279 0.8908 0.2672
C -3.4182 -0.3619 0.0528
N -3.0608 -1.2288 0.9475
C -2.2550 -0.5417 1.8204
C -1.5782 -0.9741 2.9553
C -0.8203 -0.0479 3.6404
C -0.7346 1.2816 3.2229
C -1.4007 1.7323 2.1013
C -2.1561 0.8060 1.4000
S -0.7186 -1.3601 -2.2738
O 0.1633 -1.2800 -3.4058
O -2.0963 -1.6630 -2.5273
C -0.0378 -2.5031 -1.0836
C -0.8695 -3.1089 -0.1633
C -0.3159 -3.9754 0.7662
C 1.0472 -4.2249 0.7581
C 1.8666 -3.6203 -0.1831
C 1.3211 -2.7533 -1.1142
C 0.9244 -0.0471 0.3064
C 2.1638 0.2087 0.8481
H 5.5703 1.4793 -0.8303
H 4.9428 2.9633 -0.0578
H 6.1350 1.9498 0.7914
H 3.4461 2.0937 -1.6575
H 1.2698 1.6244 -2.6081
H -2.2760 0.6394 -2.6592
H -0.7977 1.5040 -3.0862
H -0.9833 2.5721 -0.7035
H -2.2919 4.1951 -1.7727
H -3.3316 2.9089 0.0483
H -3.9093 1.8572 -1.2679
H -4.0453 -0.5944 -0.7856
H -1.6488 -2.0007 3.2768
H -0.2789 -0.3517 4.5240
H -0.1311 1.9725 3.7923
H -1.3291 2.7637 1.7889
H -1.9245 -2.8857 -0.1698
H -0.9520 -4.4535 1.4948
H 1.4748 -4.8988 1.4858
H 2.9267 -3.8229 -0.1907
H 1.9230 -2.2706 -1.8675
H 0.2103 -0.6389 0.8548
H 2.4326 -0.1806 1.8167
*
```

Results
- SMILES = COc1ccc(N(C[C@@H](O)Cn2cnc3ccccc32)S(=O)(=O)c2ccccc2)cc1
- HOMO-LUMO gap (Ha) = 0.3227
- HOMO (eV) = -8.34


ii:
The following is a DFT calculation (ωB97M-V/def2-TZVPD) of the molecule C23H23N3O4S.

ORCA input file:
```
! RIJCOSX wB97M-V def2-TZVPD def2/J DEFGRID3
* xyz 0 1
C -0.1561 -0.1759 3.2485
C -0.4345 -0.5167 1.8228
C 0.4575 -0.5350 0.8077
C 1.8806 -0.1693 1.0096
O 2.4547 -0.3112 2.0737
N 2.4802 0.3671 -0.0974
C 3.8026 0.7895 -0.2624
C 4.8006 0.5618 0.6799
C 6.0885 1.0018 0.4335
C 6.3995 1.6665 -0.7402
C 5.4074 1.8920 -1.6800
C 4.1179 1.4574 -1.4452
C 0.0168 -1.1261 -0.5223
C 0.2339 -2.6123 -0.4793
C 1.0360 -3.4268 -1.2229
C 0.8380 -4.7368 -0.7222
C -0.0668 -4.6172 0.2846
O -0.4390 -3.3360 0.4404
C -1.4546 -0.8321 -0.7624
C -1.8502 -0.7394 -2.0958
N -2.1202 -0.6623 -3.2122
C -2.2818 -0.7386 0.3026
S -4.0459 -0.5335 0.2675
C -4.3008 0.8043 -0.9473
C -3.6785 2.0937 -0.4550
O -4.3094 3.0624 -0.1292
O -2.3520 2.0041 -0.4338
C -1.6070 3.1618 -0.0060
C -1.6223 3.2650 1.5140
C -0.1974 2.9935 -0.5515
N -1.7681 -0.7773 1.5676
H -0.8731 0.5549 3.6228
H -0.2451 -1.0801 3.8504
H 0.8547 0.2001 3.3652
H 1.8961 0.5556 -0.8996
H 4.5625 0.0473 1.5949
H 6.8569 0.8202 1.1701
H 7.4074 2.0065 -0.9237
H 5.6376 2.4080 -2.6004
H 3.3455 1.6341 -2.1821
H 0.5942 -0.7506 -1.3717
H 1.6832 -3.1338 -2.0241
H 1.3063 -5.6351 -1.0677
H -0.5119 -5.3384 0.9406
H -3.8798 0.5002 -1.9042
H -5.3809 0.9221 -1.0182
H -2.0933 4.0444 -0.4400
H -1.1538 2.3857 1.9502
H -2.6448 3.3480 1.8746
H -1.0709 4.1476 1.8241
H 0.3800 3.8943 -0.3664
H 0.2867 2.1553 -0.0558
H -0.2309 2.8055 -1.6218
H -2.4198 -0.7270 2.3369
*
```

Results
- SMILES = CC1=C(C(=O)Nc2ccccc2)[C@@H](c2ccco2)C(C#N)=C(SCC(=O)OC(C)C)N1
- HOMO-LUMO gap (Ha) = 0.3090
- HOMO (eV) = -8.39


Least stable = i